No. 1
Below is a 2-piece molecular cluster, C4H7NO3PS overall, with properties calculated with the ωB97M-V functional and the def2-TZVPD basis.

```
17
Properties=species:S:1:pos:R:3:mulliken_charge:R:1
C -0.138 -1.380 -0.171 -0.490
C 0.709 -1.722 -1.166 -0.105
C 1.699 -0.206 0.465 -0.362
C -0.944 1.458 0.471 -0.595
N 0.397 -0.536 0.739 -0.415
O -1.406 1.286 -2.299 -0.537
O -3.109 2.338 -0.797 -0.708
O -2.646 -0.199 -0.670 -0.705
P -2.165 1.207 -0.888 0.873
S 2.281 -1.005 -1.178 -0.222
H -1.078 -1.837 0.094 0.381
H 0.687 -2.366 -2.038 0.356
H 1.973 0.845 0.263 0.179
H 2.263 -0.390 1.494 0.308
H -1.343 1.100 1.357 0.229
H -0.082 2.028 0.556 0.474
H -0.969 0.526 -2.735 0.336
```

Computed properties:
LUMO energy = 2.700 eV
total energy = -1176.6422 hartree
F_max = 4.07 eV/A
HOMO-LUMO gap = 0.2189 Eh
net charge = -1

---

No. 2
Below is an isolated ion of composition C3H11N2S and charge +1, with properties calculated with the ωB97M-V functional and the def2-TZVPD basis.

```
17
Properties=species:S:1:pos:R:3:mulliken_charge:R:1
C 1.193 -0.409 -1.111 -1.189
C -0.057 0.123 -0.462 0.920
N -0.317 1.706 -0.680 -0.384
S -1.688 -0.597 -1.180 -0.129
C -0.121 0.024 1.033 -1.694
N 0.174 -1.519 1.475 -0.473
H 1.512 -1.405 -0.668 0.328
H 2.006 0.216 -0.727 0.396
H 1.003 -0.681 -2.188 0.371
H -1.083 1.601 -1.451 0.428
H 0.445 2.392 -1.166 0.395
H -0.478 2.101 0.249 0.320
H -1.951 -1.221 0.054 0.145
H 0.721 0.584 1.506 0.558
H -1.020 0.457 1.497 0.443
H 0.414 -1.334 2.463 0.291
H -0.753 -2.037 1.358 0.274
```

Computed properties:
LUMO energy = -3.736 eV
total energy = -628.2776 hartree
F_max = 4.30 eV/A
energy above the lowest of the compared OMol25 structures with the same formula, charge and spin = 2.710 eV
HOMO-LUMO gap = 0.3820 Eh
net charge = +1
SMILES = C[C@@]([NH3+])(S)CN

---

No. 3
Below is a 15-piece molecular cluster, C26H17Cl58N4 overall, with properties calculated with the ωB97M-V functional and the def2-TZVPD basis.

```
105
Properties=species:S:1:pos:R:3:mulliken_charge:R:1
C 3.521 1.349 0.988 -0.891
C 2.861 0.261 2.039 -0.047
N 1.772 -0.562 1.326 -0.319
N 2.017 -1.921 1.443 0.722
C 2.801 -2.485 0.280 -0.917
N 2.301 -3.460 -0.592 0.015
N 4.199 -1.984 -0.021 0.165
C 5.267 -2.729 0.749 0.601
C 5.053 -3.279 2.313 0.047
C 6.309 -4.044 3.092 -0.516
C 7.789 -4.291 2.389 -0.704
C 7.997 -3.770 0.817 0.182
C 6.747 -2.997 0.024 -0.627
C 0.775 -2.724 1.757 -0.191
Cl 0.858 -3.754 3.340 -0.165
C -0.475 -2.786 0.949 0.407
C -1.801 -3.711 1.287 -0.870
Cl -0.616 -1.741 -0.621 -0.181
H 4.423 0.817 0.450 0.261
H 3.938 2.301 1.534 0.218
H 2.782 1.708 0.151 0.266
H 3.746 -0.422 2.445 0.054
H 2.409 0.896 2.930 0.314
H 1.739 -0.238 0.331 0.278
H 1.996 -3.107 -1.544 0.166
H 2.148 -4.461 -0.318 0.257
H 4.391 -1.935 -1.046 0.377
H 4.022 -3.100 2.840 0.240
H 6.112 -4.382 4.198 0.315
H 8.684 -4.813 2.979 0.361
H 9.025 -3.900 0.264 0.086
H 6.923 -2.623 -1.090 0.189
H -2.790 -3.098 1.437 0.274
H -1.984 -4.380 0.316 0.275
H -1.613 -4.499 2.159 0.320
C -4.019 0.576 -2.238 0.113
Cl -5.160 -0.737 -2.627 0.077
Cl -4.614 2.105 -2.933 -0.022
Cl -3.882 0.740 -0.469 -0.047
Cl -2.419 0.194 -2.925 -0.128
C 3.273 4.884 3.778 0.136
Cl 4.016 6.127 2.740 0.012
Cl 2.042 3.992 2.849 -0.008
Cl 4.529 3.751 4.340 -0.094
Cl 2.506 5.665 5.184 -0.020
C -3.769 -3.671 -5.178 0.223
Cl -4.330 -3.432 -6.853 -0.093
Cl -5.046 -4.478 -4.234 -0.070
Cl -2.303 -4.683 -5.182 -0.067
Cl -3.398 -2.090 -4.445 0.037
C -2.747 4.915 -5.429 0.286
Cl -2.782 3.383 -6.338 -0.080
Cl -4.294 5.132 -4.572 -0.096
Cl -1.415 4.874 -4.247 -0.033
Cl -2.499 6.270 -6.558 -0.091
C 2.918 -5.726 -3.966 0.354
Cl 3.612 -6.111 -2.371 -0.094
Cl 2.764 -3.960 -4.137 -0.108
Cl 3.986 -6.356 -5.246 -0.072
Cl 1.310 -6.480 -4.111 -0.064
C 8.463 -0.500 4.443 0.200
Cl 8.147 -1.950 3.458 0.092
Cl 7.947 0.951 3.548 -0.073
Cl 7.553 -0.610 5.971 -0.114
Cl 10.206 -0.391 4.797 -0.101
C -8.662 -2.390 -4.136 0.357
Cl -10.152 -3.049 -3.415 -0.073
Cl -8.410 -3.113 -5.745 -0.089
Cl -8.812 -0.622 -4.296 -0.117
Cl -7.274 -2.775 -3.087 -0.086
C -1.137 5.799 -0.252 0.142
Cl -2.278 4.487 -0.641 0.065
Cl -1.732 7.328 -0.946 -0.085
Cl -1.001 5.963 1.517 -0.045
Cl 0.462 5.418 -0.938 -0.068
C -4.175 3.638 3.353 0.151
Cl -2.696 4.236 4.146 -0.009
Cl -5.122 2.671 4.511 -0.104
Cl -5.152 5.022 2.798 -0.085
Cl -3.732 2.626 1.955 0.067
C 6.089 7.508 -0.764 0.323
Cl 5.842 8.126 0.889 -0.093
Cl 6.662 8.829 -1.813 -0.091
Cl 7.302 6.204 -0.735 -0.093
Cl 4.549 6.873 -1.396 -0.055
C 0.637 4.577 8.608 0.258
Cl 2.047 3.488 8.639 -0.079
Cl -0.373 4.281 10.046 -0.099
Cl 1.194 6.270 8.612 -0.088
Cl -0.319 4.270 7.137 -0.008
C 11.531 -2.453 -1.327 0.331
Cl 10.787 -1.614 0.057 -0.041
Cl 11.421 -4.214 -1.084 -0.122
Cl 10.674 -2.005 -2.824 -0.093
Cl 13.244 -1.977 -1.459 -0.087
C -13.388 -0.179 -3.320 0.256
Cl -13.840 0.797 -1.900 -0.089
Cl -13.896 0.662 -4.806 -0.098
Cl -11.622 -0.411 -3.344 0.018
Cl -14.194 -1.766 -3.231 -0.078
C -17.678 -1.004 -1.491 0.307
Cl -17.713 -2.536 -2.400 -0.085
Cl -19.225 -0.787 -0.634 -0.097
Cl -16.345 -1.045 -0.309 -0.070
Cl -17.429 0.351 -2.620 -0.066
```

Computed properties:
LUMO energy = -5.460 eV
total energy = -27910.0833 hartree
F_max = 5.56 eV/A
HOMO-LUMO gap = 0.1993 Eh
net charge = +1

---

No. 4
Below is the molecule C2H7N3O, with properties calculated with the ωB97M-V functional and the def2-TZVPD basis.

```
13
Properties=species:S:1:pos:R:3:mulliken_charge:R:1
C -1.029 1.260 -0.028 -0.830
N -0.496 -0.135 -0.069 0.203
N -1.583 -1.071 -0.112 -0.748
C 0.768 -0.544 0.040 -0.067
N 1.728 0.222 -0.183 -0.404
O 2.952 -0.247 -0.071 -0.383
H -1.891 1.301 -0.678 0.293
H -0.352 2.030 -0.385 0.349
H -1.410 1.543 0.934 0.283
H -1.411 -1.763 -0.850 0.247
H -1.689 -1.474 0.877 0.252
H 0.999 -1.597 0.209 0.444
H 3.414 0.474 0.315 0.361
```

Computed properties:
LUMO energy = 0.928 eV
total energy = -319.7862 hartree
F_max = 4.34 eV/A
energy above the lowest of the compared OMol25 structures with the same formula, charge and spin = 4.451 eV
HOMO-LUMO gap = 0.3260 Eh
SMILES = CN(N)/C=N/O

---

No. 5
Below is the molecule C4H8O3, with properties calculated with the ωB97M-V functional and the def2-TZVPD basis.

```
15
Properties=species:S:1:pos:R:3:mulliken_charge:R:1
C -1.702 1.015 -0.677 -1.211
C -0.244 0.726 -0.273 0.612
O -0.019 1.203 1.039 -0.586
C 0.050 -0.761 -0.416 -0.935
O 1.463 -1.059 -0.373 -0.308
C 2.029 -1.195 0.819 0.213
O 1.491 -1.028 1.890 -0.561
H -2.269 0.106 -0.911 0.342
H -1.759 1.675 -1.547 0.266
H -2.192 1.510 0.164 0.337
H 0.437 1.254 -0.957 0.212
H 0.368 0.497 1.578 0.395
H -0.267 -1.118 -1.398 0.385
H -0.465 -1.334 0.363 0.461
H 3.079 -1.492 0.701 0.379
```

Computed properties:
LUMO energy = 0.852 eV
total energy = -382.9269 hartree
F_max = 0.56 eV/A
energy above the lowest of the compared OMol25 structures with the same formula, charge and spin = 1.033 eV
HOMO-LUMO gap = 0.4084 Eh
SMILES = C[C@@H](O)COC=O

---

No. 6
Below is a 2-piece molecular cluster, C3H13N2OS overall, with properties calculated with the ωB97M-V functional and the def2-TZVPD basis.

```
20
Properties=species:S:1:pos:R:3:mulliken_charge:R:1
N 0.020 -0.977 -0.297 -0.361
C 0.603 0.264 -0.826 0.073
C -0.512 1.123 -1.474 -0.980
S -1.929 1.113 -0.308 -0.211
C 1.292 1.155 0.228 -0.694
N 1.683 0.319 1.329 -0.498
H 0.741 -1.580 -0.073 0.347
H -0.671 -0.930 0.548 0.460
H -0.636 -1.489 -0.842 0.359
H 1.244 0.183 -1.717 0.300
H -0.149 2.173 -1.608 0.408
H -0.790 0.853 -2.490 0.436
H -2.763 0.278 -1.072 0.175
H 0.849 2.114 0.431 0.461
H 2.259 1.449 -0.323 0.329
H 1.476 0.623 2.303 0.203
H 2.585 0.073 1.225 0.206
H -1.884 -2.918 1.119 0.335
H -1.972 -1.808 2.341 0.337
O -1.445 -2.018 1.501 -0.685
```

Computed properties:
LUMO energy = -3.244 eV
total energy = -704.7505 hartree
F_max = 4.35 eV/A
energy above the lowest of the compared OMol25 structures with the same formula, charge and spin = 1.727 eV
HOMO-LUMO gap = 0.3608 Eh
net charge = +1

---

Which value of F_max does entry 3 give?
5.56 eV/A